[1]
Density functional theory data (wB97M-V/def2-TZVPD) for a structure of composition C16H45N4O5Pb.

The geometry in ORCA input format:
```
! wB97M-V def2-TZVPD RIJCOSX def2/J DEFGRID3
* xyz 1 1
Pb -6.9618 -25.5987 31.6507
O -5.6447 -26.4073 33.3661
H -5.3233 -27.0011 34.0539
C -10.4223 -22.9491 29.2157
C -9.4651 -24.0390 29.6567
C -8.2874 -24.0634 28.7113
O -7.3707 -25.1222 29.0222
C -6.3821 -25.2139 28.0123
N -8.9665 -23.7686 31.0386
H -11.2162 -22.8538 29.9594
H -10.9097 -23.1985 28.2722
H -9.9223 -21.9819 29.1509
H -9.9701 -25.0055 29.6498
H -7.7802 -23.0878 28.7027
H -8.6487 -24.2258 27.6891
H -5.7781 -26.0977 28.2230
H -5.7114 -24.3503 28.0037
H -6.8232 -25.3562 27.0217
H -9.7568 -23.6606 31.6723
H -8.6202 -22.8072 31.0004
C -4.2356 -21.6890 30.7946
C -4.9363 -23.0379 30.8024
C -3.8897 -24.1341 30.6538
O -4.4420 -25.4254 30.7413
C -3.4499 -26.4272 30.6114
N -5.7165 -23.2531 32.0637
H -3.7514 -21.5096 29.8258
H -3.4227 -21.5901 31.5146
H -4.9593 -20.8801 30.9048
H -5.6372 -23.0785 29.9638
H -3.1576 -23.9998 31.4636
H -3.3874 -23.9505 29.6941
H -2.8386 -26.2519 29.7228
H -3.9594 -27.3840 30.5274
H -2.8357 -26.4640 31.5146
H -5.0489 -23.4002 32.8217
H -6.1561 -22.3550 32.2510
C -9.3955 -23.2244 34.8478
C -7.9465 -23.6423 34.7846
C -7.3190 -23.5742 36.1488
O -5.9373 -23.8207 36.0432
C -5.1885 -23.2424 37.0837
N -7.8571 -24.9836 34.1613
H -9.5171 -22.2556 35.3385
H -9.9610 -23.9154 35.4794
H -9.8294 -23.1595 33.8518
H -7.3741 -23.0082 34.1031
H -7.8099 -24.2501 36.8628
H -7.4734 -22.5463 36.5218
H -5.2364 -22.1484 37.0231
H -4.1514 -23.5507 36.9576
H -5.5052 -23.5876 38.0736
H -6.9262 -25.4115 34.3307
H -8.5034 -25.6023 34.6506
C -8.1472 -29.6342 29.1404
C -8.0938 -28.2898 29.8793
C -9.0915 -28.3297 31.0221
O -9.1479 -27.0667 31.7106
C -10.1910 -27.0363 32.6591
N -6.7364 -28.0425 30.4319
H -9.1556 -29.9381 28.8579
H -7.6465 -30.4167 29.7091
H -7.6124 -29.5289 28.1915
H -8.3044 -27.4775 29.1842
H -8.8056 -29.1046 31.7412
H -10.0787 -28.5296 30.5985
H -10.2654 -26.0212 33.0502
H -9.9849 -27.6746 33.5275
H -11.1562 -27.3245 32.2340
H -5.9931 -28.3982 29.8326
H -6.6186 -28.6735 31.2288
*
```

These are the Löwdin partial charges, in e, on atoms 1 to 4: 1.52 -0.53 -0.04 -0.05

[2]
Density functional theory data (wB97M-V/def2-TZVPD) for an isolated molecule of C8H14.

Energy above the lowest of the compared OMol25 structures with the same formula, charge and spin   719.3 kJ/mol

The geometry in ORCA input format:
```
! wB97M-V def2-TZVPD RIJCOSX def2/J DEFGRID3
* xyz 0 1
C 3.9729 0.3297 0.1140
C 2.8716 -0.4312 -0.7951
C 1.5713 -0.4865 -0.1137
C 0.5733 0.6618 -0.7951
C -0.5734 0.8697 -0.0387
C -1.7785 0.0856 -0.0870
C -2.9595 0.2052 0.6283
C -4.1886 -0.6919 0.4967
H 3.1991 1.0703 -0.1349
H -0.7033 1.6237 0.7524
H 3.9705 0.3899 1.2282
H 5.0053 0.5174 -0.3968
H 3.3614 -1.2652 -1.2541
H 1.5540 -0.2472 0.9427
H 0.8485 -1.3763 -0.1847
H 0.2388 0.1497 -1.7354
H 1.1926 1.5704 -1.0430
H -1.8343 -0.7539 -0.7613
H -2.8668 0.6256 1.6723
H -5.1559 -0.1985 0.4879
H -4.1653 -1.3218 1.4086
H -4.1336 -1.3265 -0.3914
*
```

These are the Löwdin partial charges, in e, on atoms 1 to 4: -0.12 -0.17 -0.22 -0.22

[3]
Density functional theory data (wB97M-V/def2-TZVPD) for the ion C4H7INO with charge +1.

Energy above the lowest of the compared OMol25 structures with the same formula, charge and spin   385.1 kJ/mol

The geometry in ORCA input format:
```
! wB97M-V def2-TZVPD RIJCOSX def2/J DEFGRID3
* xyz 1 1
C 1.1716 0.5773 0.5324
C -0.6093 1.5376 -0.3994
C 0.7424 -1.5120 -0.3545
C -0.9791 0.2444 -0.0478
N 0.1546 -0.4864 0.4661
O 0.6811 1.6376 -0.2329
I -2.7183 -0.8654 -0.1385
H 1.2305 0.9637 1.5714
H 2.1136 0.3420 0.2400
H -1.1410 2.4023 -0.7418
H -0.1518 -2.1352 -0.6515
H 1.4252 -2.0396 0.4210
H 1.3982 -1.1040 -1.1583
H -3.3177 0.4377 0.4937
*
```

These are the Löwdin partial charges, in e, on atoms 1 to 4: -0.15 -0.10 -0.08 -0.62

[4]
Density functional theory data (wB97M-V/def2-TZVPD) for the ion C5H10NO with charge +1.

Energy above the lowest of the compared OMol25 structures with the same formula, charge and spin   315.8 kJ/mol
SMILES   [NH3+]/C=C/CCC=O

The geometry in ORCA input format:
```
! wB97M-V def2-TZVPD RIJCOSX def2/J DEFGRID3
* xyz 1 1
N -0.1146 -2.2971 1.0640
C -1.1684 -1.4113 0.3847
C -0.7233 -0.1423 0.2398
C -0.7052 0.8720 -0.8456
C 0.3067 1.9452 -0.6400
C 1.7162 1.3791 -0.4571
O 1.8908 0.2012 -0.2360
H -0.4137 -3.2712 1.0270
H 0.8294 -2.1525 0.6562
H -0.1196 -2.1431 2.0712
H -2.0994 -1.9564 0.3015
H -0.2452 0.2244 1.1476
H -0.4279 0.2298 -1.7497
H -1.6986 1.2802 -1.0093
H 0.2920 2.7551 -1.3431
H 0.1674 2.4925 0.3136
H 2.5134 1.9946 -0.9246
*
```

These are the Löwdin partial charges, in e, on atoms 1 to 4: 0.19 -0.04 -0.09 -0.18

What did we get for HOMO-LUMO gap? Answer: 0.327 0.166 0.260 0.332 Ha, in the order shown.
What did we get for E_HOMO? Answer: -10.75 -5.97 -12.50 -13.13 eV, in the order shown.